Below is a 9-piece molecular cluster, C36H99N9O9 overall, with properties calculated with ωB97M-V/def2-TZVPD.

Each line ends with the Löwdin charge.
CARTESIAN COORDINATES (ANGSTROEM)
C: -24.720 -22.048 14.917  -0.08
O: -25.930 -22.713 15.253  -0.20
C: -26.070 -23.970 14.634  -0.23
C: -27.255 -24.669 15.276  -0.41
C: -26.888 -25.039 16.745  -0.07
N: -27.438 -25.970 14.581  0.03
H: -24.665 -22.031 13.818  0.09
H: -23.878 -22.677 15.226  0.07
H: -24.706 -21.046 15.325  0.08
H: -26.317 -23.712 13.589  0.13
H: -25.166 -24.588 14.608  0.12
H: -28.157 -24.059 15.351  0.14
H: -26.608 -24.102 17.232  0.07
H: -26.076 -25.765 16.697  0.07
H: -27.655 -25.544 17.333  0.07
H: -28.418 -26.237 14.544  0.07
H: -27.239 -25.769 13.598  0.05
C: -19.781 -27.047 17.337  -0.09
O: -19.165 -27.056 16.064  -0.23
C: -19.834 -27.759 15.028  -0.19
C: -18.860 -27.911 13.874  -0.41
C: -19.515 -28.656 12.727  -0.06
N: -17.668 -28.668 14.421  0.04
H: -20.521 -26.239 17.291  0.08
H: -19.090 -26.936 18.166  0.08
H: -20.371 -27.958 17.496  0.09
H: -20.273 -28.696 15.378  0.14
H: -20.652 -27.145 14.631  0.10
H: -18.381 -26.995 13.531  0.10
H: -19.868 -29.652 12.991  0.09
H: -18.896 -28.610 11.834  0.06
H: -20.460 -28.136 12.513  0.07
H: -17.657 -28.335 15.384  0.04
H: -16.790 -28.387 14.004  0.05
C: -20.938 -15.344 15.982  -0.11
O: -22.014 -14.726 16.640  -0.20
C: -23.056 -14.275 15.791  -0.20
C: -24.262 -13.934 16.683  -0.44
C: -25.359 -13.207 15.926  -0.08
N: -23.848 -13.111 17.824  0.04
H: -20.665 -14.853 15.042  0.08
H: -21.139 -16.396 15.762  0.07
H: -20.066 -15.258 16.630  0.09
H: -22.682 -13.346 15.337  0.13
H: -23.315 -14.981 14.997  0.11
H: -24.664 -14.886 17.036  0.14
H: -25.055 -12.328 15.359  0.08
H: -26.131 -12.888 16.631  0.07
H: -25.927 -13.920 15.318  0.07
H: -23.268 -12.348 17.488  0.07
H: -23.241 -13.664 18.418  0.07
C: -16.187 -25.982 17.067  -0.11
O: -16.957 -25.615 18.189  -0.19
C: -17.607 -24.372 18.142  -0.23
C: -16.831 -23.064 18.057  -0.41
C: -15.943 -22.894 19.309  -0.06
N: -17.829 -21.973 18.069  0.02
H: -15.958 -27.035 17.219  0.10
H: -15.241 -25.429 17.030  0.08
H: -16.647 -25.835 16.085  0.06
H: -18.380 -24.406 17.357  0.11
H: -18.240 -24.409 19.036  0.13
H: -16.301 -22.904 17.118  0.13
H: -15.338 -21.993 19.197  0.07
H: -15.179 -23.678 19.369  0.08
H: -16.541 -22.913 20.216  0.08
H: -18.280 -21.936 18.981  0.07
H: -17.384 -21.062 18.028  0.07
C: -21.373 -15.498 11.324  -0.13
O: -21.382 -15.969 12.640  -0.19
C: -21.129 -17.364 12.754  -0.21
C: -22.419 -18.182 12.529  -0.42
C: -23.369 -17.915 13.679  -0.05
N: -22.119 -19.633 12.463  0.06
H: -20.441 -15.659 10.772  0.09
H: -21.472 -14.408 11.341  0.09
H: -22.227 -15.820 10.718  0.08
H: -20.410 -17.710 12.002  0.12
H: -20.827 -17.549 13.782  0.09
H: -22.721 -17.821 11.543  0.13
H: -24.161 -18.649 13.830  0.07
H: -23.890 -16.952 13.678  0.07
H: -22.826 -17.818 14.628  0.07
H: -21.497 -19.705 11.662  0.06
H: -21.583 -19.854 13.302  0.04
C: -23.413 -26.663 13.000  -0.10
O: -23.306 -27.851 12.219  -0.20
C: -23.497 -27.642 10.838  -0.22
C: -24.935 -27.295 10.401  -0.45
C: -25.928 -28.393 10.795  -0.04
N: -24.893 -26.949 8.985  0.02
H: -24.482 -26.436 13.023  0.07
H: -22.764 -25.920 12.520  0.09
H: -23.068 -26.712 14.034  0.08
H: -22.814 -26.913 10.380  0.12
H: -23.180 -28.622 10.465  0.13
H: -25.134 -26.385 10.984  0.12
H: -25.936 -28.425 11.887  0.07
H: -25.636 -29.391 10.480  0.08
H: -26.910 -28.033 10.489  0.07
H: -24.342 -26.120 8.770  0.07
H: -25.805 -26.570 8.722  0.07
C: -11.768 -24.780 10.356  -0.11
O: -12.257 -25.230 11.607  -0.20
C: -13.483 -24.564 11.918  -0.20
C: -14.047 -25.211 13.190  -0.43
C: -15.140 -24.333 13.807  -0.06
N: -13.039 -25.450 14.218  0.05
H: -10.771 -25.205 10.245  0.09
H: -11.732 -23.691 10.281  0.09
H: -12.382 -25.170 9.537  0.09
H: -13.321 -23.489 12.042  0.13
H: -14.189 -24.722 11.095  0.11
H: -14.479 -26.158 12.859  0.14
H: -14.778 -23.351 14.128  0.08
H: -15.344 -24.810 14.766  0.04
H: -16.012 -24.209 13.169  0.06
H: -12.687 -24.595 14.633  0.08
H: -12.259 -25.882 13.730  0.07
C: -19.523 -19.930 14.822  -0.10
O: -19.981 -21.100 14.171  -0.19
C: -19.113 -22.194 14.275  -0.20
C: -19.876 -23.479 13.868  -0.39
C: -20.835 -24.001 14.940  -0.03
N: -18.901 -24.520 13.494  0.05
H: -19.066 -19.131 14.238  0.08
H: -18.870 -20.226 15.650  0.08
H: -20.391 -19.496 15.333  0.09
H: -18.249 -22.125 13.602  0.12
H: -18.673 -22.386 15.264  0.11
H: -20.448 -23.280 12.961  0.14
H: -21.618 -23.245 15.044  0.06
H: -20.372 -24.110 15.920  0.07
H: -21.277 -24.915 14.550  0.06
H: -18.352 -24.824 14.300  0.07
H: -18.190 -24.071 12.917  0.04
C: -18.520 -21.899 9.779  -0.12
O: -18.377 -23.128 10.453  -0.20
C: -17.599 -24.016 9.636  -0.20
C: -17.677 -25.409 10.200  -0.47
C: -17.187 -26.483 9.281  -0.06
N: -19.039 -25.720 10.628  0.07
H: -17.546 -21.458 9.540  0.09
H: -18.995 -21.163 10.434  0.08
H: -19.172 -21.982 8.906  0.09
H: -17.857 -23.974 8.569  0.13
H: -16.580 -23.607 9.663  0.12
H: -16.972 -25.358 11.056  0.12
H: -17.807 -26.489 8.383  0.09
H: -17.212 -27.458 9.775  0.08
H: -16.124 -26.379 9.045  0.08
H: -19.064 -26.684 10.929  0.04
H: -19.268 -25.121 11.413  0.03

The highest occupied orbital energy comes out at -8.78 eV. As for the structure (SMILES): COC[C@H](C)N.COC[C@H](C)N.COC[C@H](C)N.COC[C@H](C)N.COC[C@H](C)N.COC[C@H](C)N.COC[C@H](C)N.COC[C@H](C)N.COC[C@H](C)N. The value obtained for the total energy is -2600.73528 a.u. For the LUMO energy, the calculation gives 0.38 eV.